Formula: C27H48BN2O16
Source: the Open Molecules 2025 dataset
Level of theory: ωB97M-V/def2-TZVPD

```
94
C27H48BN2O16 | the Open Molecules 2025 dataset | ωB97M-V/def2-TZVPD
C -1.93656 -2.49411 1.00374
C -0.93453 -1.78951 0.08786
C -0.18397 -2.91691 -0.63699
C -1.77017 -0.89214 -0.83833
C -0.99537 0.14242 -1.68592
C -0.64165 -0.60495 -2.98275
C 0.14088 0.16570 -4.09117
N 0.59599 1.51344 -3.86803
O -1.84786 1.21904 -2.10664
B -2.15373 2.21231 -1.22240
O -1.34638 3.32786 -1.13401
O -3.29700 2.15279 -0.44504
C 0.30591 0.55635 -0.97553
C 0.45040 0.30008 0.51671
C -0.25342 1.32259 1.41132
C 1.95520 0.45429 0.79637
N 0.04950 -1.06505 0.95243
O -0.13195 -1.16054 2.21496
H -2.61173 -3.03080 0.33439
H -1.47137 -3.24150 1.62718
H -2.54318 -1.79058 1.55265
H -0.84098 -3.35756 -1.38379
H 0.70408 -2.55353 -1.14052
H 0.07036 -3.68714 0.07986
H -2.58428 -0.45891 -0.26088
H -2.24024 -1.56085 -1.54999
H -1.60618 -0.90613 -3.38558
H -0.11035 -1.52293 -2.76295
H -0.45625 0.15648 -4.99651
H 1.02318 -0.41983 -4.34183
H -0.12874 2.20630 -3.79262
H 1.31625 1.61990 -3.17480
H -1.89661 4.04781 -0.78181
H -3.11674 2.53906 0.42923
H 0.56648 1.59483 -1.12428
H 1.10924 0.00558 -1.45658
H -1.33311 1.18089 1.45505
H -0.08599 2.30105 0.96705
H 0.17128 1.35827 2.40193
H 2.47841 -0.29585 0.21690
H 2.15760 0.30154 1.84896
H 2.26351 1.44760 0.49614
C -0.90316 -2.99977 5.57444
C -0.99452 -4.49978 5.75851
C -2.13420 -5.19414 5.03962
O -2.35506 -6.34922 5.87199
C -1.96864 -6.02348 7.12649
O -2.19471 -6.67387 8.09611
O -1.28617 -4.85080 7.12717
H -0.00941 -2.61677 6.06982
H -0.85120 -2.73806 4.52113
H -1.75850 -2.49911 6.02627
H -0.03621 -4.95801 5.49663
H -1.87115 -5.49856 4.02937
H -3.04507 -4.61226 5.01100
C -6.73306 0.02646 4.29134
C -5.30978 -0.35410 4.61503
C -4.25790 0.35483 3.79347
O -3.18860 -0.59996 3.78187
C -3.73830 -1.82744 3.93135
O -3.15339 -2.85171 3.77824
O -5.04378 -1.72834 4.27773
H -7.42615 -0.46486 4.97318
H -6.87111 1.10424 4.37786
H -6.99432 -0.28775 3.28045
H -5.11607 -0.23129 5.68399
H -3.92678 1.29151 4.23550
H -4.57876 0.53129 2.76276
C 6.32657 -0.98741 -3.94521
C 5.49321 -0.77195 -2.70667
C 4.06509 -0.35447 -2.96948
O 3.75035 0.40183 -1.79008
C 4.91577 0.91288 -1.31261
O 4.98870 1.74116 -0.46481
O 5.97417 0.34620 -1.93932
H 7.31612 -1.35988 -3.68175
H 5.85069 -1.71148 -4.60672
H 6.46374 -0.04860 -4.48222
H 5.52893 -1.65595 -2.06323
H 3.38502 -1.19817 -3.07383
H 3.96804 0.30053 -3.83942
C 1.42479 6.04465 -4.55913
C 2.78604 5.49506 -4.21112
C 3.92605 6.05297 -5.03171
O 4.86698 4.97234 -5.01333
C 4.16547 3.82272 -4.84883
O 4.61715 2.73051 -4.97355
O 2.87800 4.09525 -4.52319
H 0.66869 5.65462 -3.87783
H 1.42112 7.13282 -4.49206
H 1.13729 5.74690 -5.56784
H 2.98078 5.61156 -3.14130
H 4.36681 6.94913 -4.60191
H 3.64046 6.25037 -6.06797
```

frontier orbital gap (alpha / beta)	8.01 / 8.54	eV
2S+1	2
E_LUMO (alpha / beta)	-0.12 / -0.13	eV
total charge	0

Löwdin atomic charge list, values in e, 6 entries: C -0.040; C -0.443; C -0.018; C -0.033; C -0.377; C -0.104



Formula: C12H6GdN2O5S
Source: the Open Molecules 2025 dataset
Level of theory: ωB97M-V/def2-TZVPD

```
27
C12H6GdN2O5S | the Open Molecules 2025 dataset | ωB97M-V/def2-TZVPD
O -0.01198 -3.15891 -4.59665
C -0.55527 -2.31790 -4.04347
Gd -1.31636 1.22237 -0.59538
O -3.50368 0.76981 -3.35241
C -2.67507 0.76500 -2.52867
C -3.16477 2.60566 0.14518
O -4.01457 3.24154 0.62229
C -0.28474 2.32092 -2.50264
O 0.30362 2.91299 -3.31648
C -2.90303 -0.70306 -1.02274
O -3.83289 -1.39372 -0.98079
N -1.99056 0.04287 2.59661
C -0.64428 -0.12218 2.33427
N -0.22214 0.08991 1.07289
C 1.15313 -0.23997 0.88953
C 1.89299 -0.23280 -0.31090
C 3.26374 -0.55981 -0.26575
C 3.90834 -0.90297 0.93627
C 3.12321 -0.94342 2.10893
C 1.76689 -0.62869 2.08824
S 0.58059 -0.68445 3.39688
H -2.23223 0.01035 3.58762
H -2.40503 0.85973 2.14112
H 1.37688 -0.00113 -1.26178
H 3.84194 -0.56274 -1.17736
H 4.98711 -1.15098 0.96123
H 3.55817 -1.23841 3.07396
```

frontier orbital gap (alpha / beta)	5.45 / 3.70	eV
2S+1	8
E_LUMO (alpha / beta)	-13.46 / -14.56	eV
total charge	+3

Löwdin atomic charge list, values in e, 6 entries: O 0.060; C -0.001; Gd 1.456; O 0.256; C -0.149; C 0.025



Formula: C34H58Cl30O12S6
Source: the Open Molecules 2025 dataset
Level of theory: ωB97M-V/def2-TZVPD

```
140
C34H58Cl30O12S6 | the Open Molecules 2025 dataset | ωB97M-V/def2-TZVPD
C 7.93120 21.29466 15.90045
Cl 6.16237 21.34696 15.70589
Cl 8.37903 20.07896 17.13527
Cl 8.49952 22.90664 16.51105
H 8.39938 21.12010 14.94182
C 8.38365 18.10758 11.86353
Cl 7.30740 18.34745 13.16212
Cl 7.52550 18.13838 10.35995
Cl 9.23138 16.60274 12.17492
H 9.09597 18.88087 11.81461
C 16.29332 15.17952 16.77277
Cl 15.26383 16.06796 18.01753
Cl 17.93609 15.76364 16.71303
Cl 15.52480 15.51412 15.19176
H 16.29762 14.12086 17.01254
C 16.31847 20.31514 12.68068
Cl 17.76966 20.46463 11.68407
Cl 15.80287 18.55319 12.60656
Cl 14.88728 21.24689 12.17448
H 16.53272 20.60770 13.69518
C 13.39625 14.00014 11.53402
Cl 14.73720 13.87085 12.66543
Cl 13.39590 12.84718 10.20142
Cl 13.18882 15.58524 10.79455
H 12.48618 13.95914 12.11307
C 10.60017 25.43598 14.45806
Cl 9.24550 26.40066 13.75153
Cl 11.01887 26.27196 15.99815
Cl 11.96866 25.28553 13.38472
H 10.23802 24.46544 14.72068
C 11.03902 17.29810 20.67374
Cl 11.06957 16.27125 22.14588
Cl 9.55377 17.10682 19.79021
Cl 12.40223 16.85186 19.60138
H 11.21501 18.30045 21.03815
C 14.82761 25.22062 15.71303
Cl 16.50031 25.27333 15.05785
Cl 14.78101 26.22739 17.15491
Cl 14.26391 23.61673 16.15221
H 14.22524 25.63761 14.91408
C 15.55211 18.45358 23.24941
Cl 14.46491 19.11770 22.10850
Cl 16.54516 19.81262 23.94327
Cl 16.62564 17.26680 22.45373
H 15.00114 17.84968 23.97253
C 12.80734 19.37675 9.03728
Cl 11.47610 18.27208 8.81983
Cl 12.69809 20.64147 7.80151
Cl 14.32634 18.52752 9.01553
H 12.70241 19.80910 10.05390
C 10.52271 14.14477 17.54091
C 9.54041 15.07581 16.82184
C 9.14545 14.34864 15.51409
S 10.70503 13.74506 14.96868
O 11.29532 14.80735 14.12976
O 10.49439 12.45691 14.42957
C 11.54823 13.70614 16.51233
H 9.99988 13.34026 18.05610
H 10.99234 14.67281 18.31329
H 10.13119 16.01721 16.62328
H 8.69426 15.32219 17.47114
H 8.64603 14.92356 14.73264
H 8.57998 13.47030 15.77449
H 12.45199 14.30686 16.45775
H 11.93344 12.76481 16.69554
C 10.99118 23.23896 10.44688
C 9.58591 23.28408 9.77154
C 8.67836 23.44420 10.94899
S 9.20815 22.25435 12.08672
O 8.58433 21.02700 11.67800
O 9.11556 22.72061 13.44697
C 10.87964 22.19062 11.51883
H 11.40001 24.16224 10.84155
H 11.68838 22.91408 9.69069
H 9.44865 22.36714 9.17452
H 9.54329 24.12314 9.07916
H 7.61653 23.52159 10.77317
H 8.93893 24.41455 11.39006
H 11.03817 21.22001 11.11898
H 11.58449 22.30805 12.33296
C 12.22339 23.96666 19.83128
C 11.60428 23.72469 18.42452
C 11.37238 22.21274 18.29709
S 12.74252 21.48911 19.16989
O 13.72435 21.27603 18.15604
O 12.42057 20.43344 20.12019
C 13.31005 22.95562 20.02836
H 11.46578 23.80634 20.60022
H 12.67443 24.92274 19.93028
H 12.28120 24.06691 17.64155
H 10.68749 24.27545 18.27293
H 11.27133 21.84066 17.22818
H 10.47360 21.92038 18.77478
H 14.19145 23.18335 19.45882
H 13.53261 22.58647 20.99910
C 16.55435 19.16270 18.87895
C 16.79343 20.67367 19.29530
C 17.50750 21.34207 18.11046
S 17.61134 20.16148 16.71593
O 18.89854 19.54079 16.75987
O 17.12425 20.81148 15.51219
C 16.42679 19.08548 17.39273
H 15.76024 18.79232 19.49830
H 17.45035 18.56670 19.15540
H 17.36738 20.78024 20.19055
H 15.82993 21.19038 19.40677
H 18.53274 21.64610 18.31389
H 16.97954 22.23942 17.75177
H 16.43146 18.01059 17.06125
H 15.46836 19.44089 17.09769
C 13.64735 11.35045 21.12668
C 12.89955 12.63603 20.88025
C 13.85037 13.54688 20.09683
S 14.86879 12.44570 19.08054
O 16.25995 12.52240 19.47056
O 14.48102 12.66524 17.71018
C 14.21469 10.97890 19.70884
H 12.90741 10.67485 21.48195
H 14.50247 11.66531 21.74854
H 12.73515 13.03030 21.89919
H 11.91550 12.42665 20.45542
H 14.46040 14.15202 20.81016
H 13.32590 14.22963 19.40623
H 15.03734 10.27353 19.58714
H 13.37697 10.66538 19.08198
C 12.70282 18.85333 16.16862
C 12.47557 17.51215 15.46291
C 11.43065 17.83168 14.40838
S 11.54980 19.53394 13.95665
O 10.37693 20.23995 14.48925
O 11.75020 19.70936 12.57707
C 12.92126 19.89885 14.98345
H 13.57186 18.80932 16.81994
H 11.80078 19.17390 16.74343
H 12.05233 16.72812 16.11616
H 13.34663 17.10875 14.97899
H 10.43546 17.79008 14.88614
H 11.41489 17.18735 13.52342
H 13.13001 20.99756 15.14365
H 13.83380 19.55637 14.49686
```

frontier orbital gap	10.36	eV
E_LUMO	-0.07	eV
total charge	0

Löwdin atomic charge list, values in e, 6 entries: C -1.448; Cl 0.530; Cl 0.512; Cl 0.544; H -0.043; C -1.624